Here is a structure of composition C26H18CeClIN3O5 at a distorted geometry from OMol25. Energies are from the ωB97M-V functional and the def2-TZVPD basis.

Energy above the lowest of the compared OMol25 structures with the same formula, charge and spin (kcal/mol): 17.4
Gap between HOMO and LUMO (eV): 5.921
HOMO level (eV): -10.77
2S+1: 1
Total charge: +1

Last column: Mulliken charge in e.
Geometry (Å):
Ce  -0.486  -0.098  -0.233  0.460
C  -2.544  -3.210  1.565  -1.577
C  -1.246  -2.991  0.838  0.955
C  -1.065  -3.492  -0.457  -0.469
C  0.152  -3.364  -1.111  -0.442
C  1.227  -2.739  -0.484  -0.508
C  1.073  -2.241  0.806  -0.662
C  -0.165  -2.352  1.457  -0.485
H  -2.740  -4.278  1.666  0.421
H  -3.379  -2.772  1.019  0.292
H  -2.516  -2.768  2.559  0.368
H  -1.882  -4.009  -0.943  0.473
H  0.273  -3.788  -2.099  0.438
H  2.183  -2.675  -0.983  0.482
H  1.912  -1.826  1.343  0.465
H  -0.252  -2.017  2.483  0.543
O  1.265  0.030  2.737  -0.566
C  0.838  0.809  1.914  0.460
O  1.166  0.889  0.665  -0.407
C  -0.261  1.763  2.324  0.837
C  -0.097  2.631  3.412  -0.989
C  -1.112  3.490  3.711  -0.695
C  -2.312  3.436  2.968  0.759
C  -3.411  4.281  3.244  -0.804
C  -4.567  4.168  2.526  -0.671
C  -4.685  3.188  1.522  -0.657
C  -3.640  2.356  1.229  -0.366
C  -2.416  2.481  1.925  0.246
N  -1.357  1.676  1.592  0.331
H  0.831  2.603  3.965  0.555
H  -1.017  4.206  4.518  0.452
H  -3.318  5.006  4.042  0.414
H  -5.405  4.817  2.740  0.400
H  -5.620  3.090  0.987  0.467
H  -3.738  1.568  0.498  0.352
Cl  1.097  3.938  -6.019  -0.236
C  1.022  2.723  -4.789  0.640
C  1.957  1.723  -4.779  -0.441
C  1.891  0.724  -3.810  -0.265
I  3.275  -0.847  -3.792  0.070
C  0.915  0.679  -2.819  0.259
O  0.852  -0.297  -1.947  -0.185
C  -0.021  1.765  -2.806  0.500
N  -0.942  1.794  -1.791  0.413
C  -1.848  2.754  -1.781  0.162
C  -1.913  3.756  -2.753  -1.203
C  -0.981  3.771  -3.754  -0.678
C  0.013  2.772  -3.806  -0.319
H  2.738  1.702  -5.525  0.462
H  -2.554  2.752  -0.961  0.232
H  -2.689  4.505  -2.693  0.472
H  -0.990  4.545  -4.509  0.461
O  -2.664  -0.462  0.091  -0.174
N  -2.855  -0.635  -1.154  0.008
O  -1.847  -1.057  -1.762  -0.048

Here is a cluster of 3 separate species, C29H50BClF5N7O7P2S in total at a distorted geometry from OMol25. Energies are from the ωB97M-V functional and the def2-TZVPD basis.

SMILES string: CCB(O)C1=C(N=C(C)C)C(=O)c2c(Cl)cc(S(=O)(=O)C(F)(F)C(F)(F)F)cc2C1=O.CN(C)P(=O)(N(C)C)N(C)C.CN(C)P(=O)(N(C)C)N(C)C
Gap between HOMO and LUMO (eV): 5.185
HOMO level (eV): -7.72
2S+1: 1

Last column: Mulliken charge in e.
Geometry (Å):
C  3.649  -2.570  -0.734  -0.745
C  3.302  -1.236  -1.627  -0.434
B  1.709  -1.045  -1.988  0.492
O  1.361  -0.702  -3.412  -0.626
C  0.443  -1.148  -0.943  0.309
C  0.490  -0.801  0.523  -0.024
N  1.764  -0.309  1.173  -0.377
C  1.488  1.033  1.467  0.371
C  0.932  2.106  0.312  -0.737
C  1.647  1.638  2.988  -0.721
C  -0.886  -0.903  1.468  0.345
O  -0.867  -1.336  2.749  -0.522
C  -2.291  -0.469  0.671  0.206
C  -3.545  0.326  1.365  -0.153
Cl  -3.529  0.816  3.172  -0.159
C  -4.832  0.707  0.366  -0.246
C  -4.876  0.319  -1.246  0.080
S  -6.284  0.777  -2.420  1.063
O  -5.928  0.276  -3.874  -0.590
O  -7.648  0.142  -2.057  -0.561
C  -6.295  2.657  -2.525  0.608
F  -6.980  3.185  -3.739  -0.232
F  -4.848  3.072  -2.649  -0.255
C  -6.856  3.403  -1.167  0.539
F  -7.905  2.646  -0.442  -0.200
F  -7.455  4.704  -1.604  -0.237
F  -5.775  3.739  -0.185  -0.198
C  -3.604  -0.498  -1.937  -0.466
C  -2.346  -0.863  -0.951  0.377
C  -1.014  -1.640  -1.600  -0.117
O  -1.116  -2.584  -2.554  -0.422
H  2.706  -3.288  -0.811  0.194
H  4.636  -3.093  -1.151  0.293
H  3.821  -2.189  0.384  0.230
H  3.726  -0.240  -1.178  0.282
H  3.861  -1.388  -2.671  0.244
H  0.719  0.074  -3.310  0.310
H  1.540  2.029  -0.696  0.193
H  0.917  3.208  0.757  0.309
H  -0.200  1.862  0.023  0.177
H  2.793  1.657  3.232  0.251
H  1.226  2.733  2.990  0.223
H  1.051  0.942  3.727  0.234
H  -5.779  1.313  0.766  0.299
H  -3.542  -0.789  -3.069  0.386
C  0.478  -8.967  -6.334  -0.774
N  0.960  -8.373  -5.090  0.056
C  1.858  -9.335  -4.438  -1.037
P  0.111  -7.329  -4.004  0.830
O  1.432  -6.645  -3.573  -0.763
N  -0.383  -5.930  -4.903  0.281
C  -0.441  -5.885  -6.356  -1.263
C  0.105  -4.629  -4.427  -1.120
N  -1.407  -8.115  -4.499  -0.044
C  -2.639  -7.329  -4.247  -0.980
C  -1.612  -9.368  -3.737  -1.133
H  -0.237  -9.778  -6.168  0.256
H  1.311  -9.388  -6.910  0.386
H  0.022  -8.251  -7.011  0.177
H  1.313  -10.212  -4.076  0.304
H  2.374  -8.895  -3.581  0.284
H  2.639  -9.678  -5.124  0.357
H  0.545  -6.013  -6.810  0.326
H  -0.851  -4.929  -6.712  0.434
H  -1.137  -6.629  -6.749  0.371
H  1.139  -4.444  -4.738  0.365
H  0.049  -4.565  -3.335  0.284
H  -0.515  -3.805  -4.810  0.313
H  -2.682  -6.982  -3.209  0.366
H  -3.536  -7.926  -4.453  0.377
H  -2.729  -6.461  -4.905  0.284
H  -1.634  -9.175  -2.658  0.388
H  -0.825  -10.097  -3.929  0.270
H  -2.548  -9.860  -4.026  0.413
C  3.470  8.225  4.232  -0.814
N  2.434  7.200  4.128  0.088
C  1.573  7.530  2.985  -1.068
P  1.640  6.349  5.407  0.841
O  1.430  5.111  4.499  -0.695
N  2.862  5.532  6.328  0.163
C  4.275  5.875  6.276  -1.228
C  2.751  4.072  6.430  -1.039
N  1.881  7.771  6.449  -0.107
C  1.817  7.506  7.906  -0.973
C  0.815  8.771  6.213  -1.128
H  3.083  9.185  4.585  0.276
H  3.934  8.406  3.255  0.383
H  4.300  7.941  4.872  0.183
H  0.984  8.433  3.173  0.296
H  0.871  6.724  2.757  0.274
H  2.162  7.691  2.077  0.372
H  4.700  5.707  5.283  0.319
H  4.859  5.282  6.994  0.430
H  4.445  6.906  6.589  0.368
H  3.122  3.572  5.528  0.338
H  1.713  3.767  6.600  0.302
H  3.323  3.686  7.287  0.325
H  0.904  6.960  8.170  0.359
H  1.841  8.442  8.478  0.382
H  2.676  6.938  8.272  0.283
H  -0.176  8.342  6.400  0.391
H  0.827  9.148  5.191  0.259
H  0.946  9.650  6.855  0.417

Here is an isolated molecule of C6H13N at a distorted geometry from OMol25. Energies are from the ωB97M-V functional and the def2-TZVPD basis.

Energy above the lowest of the compared OMol25 structures with the same formula, charge and spin (kcal/mol): 18.5
SMILES string: C=C(CCC)NC
Gap between HOMO and LUMO (eV): 8.668
HOMO level (eV): -7.64
2S+1: 1

Last column: natural (NBO) charge in e.
Geometry (Å):
C  0.111  2.368  0.655  -0.549
C  -0.153  1.069  0.507  0.227
C  0.945  0.045  0.298  -0.451
C  0.603  -1.064  -0.715  -0.405
C  1.304  -0.833  -2.050  -0.603
N  -1.416  0.567  0.764  -0.624
C  -1.834  -0.745  1.187  -0.407
H  -0.679  3.065  0.885  0.189
H  1.119  2.724  0.564  0.203
H  1.833  0.579  -0.037  0.221
H  1.136  -0.341  1.306  0.216
H  -0.476  -1.044  -0.878  0.205
H  0.869  -2.071  -0.385  0.203
H  2.382  -0.983  -1.965  0.199
H  0.941  -1.503  -2.831  0.208
H  1.187  0.185  -2.428  0.206
H  -1.992  1.287  1.170  0.376
H  -1.003  -1.433  1.325  0.202
H  -2.540  -1.179  0.473  0.189
H  -2.337  -0.694  2.156  0.194

Here is a cluster of 2 separate species, C8H18N3P in total at a distorted geometry from OMol25. Energies are from the ωB97M-V functional and the def2-TZVPD basis.

Energy above the lowest of the compared OMol25 structures with the same formula, charge and spin (kcal/mol): 0.0
Gap between HOMO and LUMO (spin up / spin down) (eV): 6.635 / 7.369
HOMO level (spin up / spin down) (eV): -5.62 / -8.47
2S+1: 3

Last column: natural (NBO) charge in e.
Geometry (Å):
C  1.373  -2.875  -1.058  0.129
C  2.566  -0.036  -0.721  -0.255
C  -2.189  -0.016  -1.538  -0.620
C  -1.095  2.236  -1.333  -0.615
C  -0.977  -0.913  1.758  -0.618
C  0.155  1.343  1.988  -0.624
C  -1.376  0.908  -0.634  -0.044
C  0.085  0.036  1.199  -0.046
N  1.882  -3.143  0.025  -0.654
N  2.820  0.711  0.268  -0.673
N  -0.117  0.289  -0.220  -0.718
P  0.914  -0.213  -1.425  0.734
H  1.031  -3.480  -1.894  0.157
H  3.318  -0.605  -1.286  0.163
H  -1.646  -0.198  -2.464  0.216
H  -2.363  -0.969  -1.046  0.211
H  -3.147  0.439  -1.775  0.211
H  -0.461  2.860  -0.708  0.219
H  -2.023  2.766  -1.534  0.207
H  -0.583  2.053  -2.276  0.215
H  -0.702  -1.209  2.766  0.216
H  -1.960  -0.446  1.798  0.196
H  -1.037  -1.802  1.139  0.211
H  0.920  1.978  1.550  0.241
H  0.426  1.134  3.020  0.210
H  -0.799  1.868  1.982  0.191
H  -1.956  1.105  0.272  0.201
H  1.052  -0.465  1.283  0.233
H  2.093  -4.102  0.316  0.367
H  3.798  0.744  0.549  0.337

Here is a cluster of 5 separate species, C20H44N2O4S in total at a distorted geometry from OMol25. Energies are from the ωB97M-V functional and the def2-TZVPD basis.

SMILES string: CCSC[C@H](C#N)[C@@H](C)C#N.CC(C)O.CC(C)O.CC(C)O.CC(C)O
Gap between HOMO and LUMO (eV): 9.132
HOMO level (eV): -8.62
2S+1: 1

Last column: Mulliken charge in e.
Geometry (Å):
C  3.316  -1.860  0.556  -0.997
C  2.813  -1.076  1.818  -0.445
S  2.495  0.693  1.502  -0.044
C  0.757  0.929  1.012  -0.982
C  0.302  0.091  -0.218  0.824
C  -0.359  0.957  -1.302  -0.242
N  -0.761  1.623  -2.149  -0.543
C  -0.747  -1.016  0.166  0.507
C  -2.180  -0.478  0.376  -1.264
C  -0.788  -2.027  -0.976  -0.217
N  -0.565  -2.797  -1.795  -0.465
H  2.552  -1.850  -0.231  0.229
H  3.486  -2.896  0.894  0.374
H  4.241  -1.383  0.213  0.252
H  1.986  -1.613  2.306  0.415
H  3.654  -1.096  2.531  0.365
H  0.669  1.985  0.721  0.298
H  0.040  0.802  1.830  0.351
H  1.118  -0.426  -0.739  0.193
H  -0.441  -1.536  1.085  0.424
H  -2.804  -1.303  0.760  0.446
H  -2.667  -0.129  -0.543  0.252
H  -2.236  0.328  1.125  0.236
C  6.887  2.555  1.950  -1.270
C  6.023  2.164  3.139  0.397
C  6.857  2.001  4.400  -1.348
O  5.337  0.946  2.854  -0.396
H  7.631  1.781  1.743  0.333
H  6.276  2.661  1.053  0.299
H  7.407  3.497  2.132  0.392
H  5.258  2.925  3.302  0.247
H  7.601  1.209  4.272  0.353
H  6.226  1.713  5.242  0.329
H  7.377  2.926  4.654  0.387
H  5.999  0.262  2.707  0.300
C  -0.926  -5.471  -4.981  -1.113
C  -2.090  -6.157  -4.287  0.313
C  -3.347  -5.300  -4.339  -0.958
O  -1.747  -6.423  -2.928  -0.563
H  -0.691  -4.524  -4.488  0.253
H  -0.029  -6.090  -4.929  0.305
H  -1.150  -5.271  -6.031  0.360
H  -2.285  -7.121  -4.759  0.291
H  -3.184  -4.346  -3.829  0.096
H  -4.172  -5.800  -3.829  0.322
H  -3.645  -5.098  -5.370  0.358
H  -1.571  -5.577  -2.499  0.337
C  -5.387  1.708  -3.667  -1.522
C  -4.726  0.669  -2.775  0.809
C  -4.619  -0.678  -3.474  -1.260
O  -5.484  0.529  -1.571  -0.546
H  -6.405  1.402  -3.928  0.371
H  -5.464  2.664  -3.148  0.364
H  -4.821  1.856  -4.589  0.360
H  -3.730  1.013  -2.489  0.065
H  -5.612  -1.059  -3.732  0.347
H  -4.155  -1.415  -2.816  0.303
H  -4.027  -0.604  -4.387  0.368
H  -6.366  0.228  -1.808  0.355
C  0.106  4.337  4.788  -1.383
C  -0.187  4.078  3.319  0.448
C  -1.509  4.701  2.899  -1.320
O  -0.220  2.670  3.076  -0.402
H  -0.670  3.896  5.420  0.356
H  1.053  3.878  5.076  0.319
H  0.158  5.407  4.998  0.397
H  0.620  4.485  2.707  0.251
H  -2.338  4.272  3.470  0.338
H  -1.710  4.501  1.845  0.317
H  -1.505  5.781  3.053  0.396
H  -0.928  2.296  3.610  0.283

no.,energy (Eh)
1,-2774.90971
2,-4109.32945
3,-291.12931
4,-821.07388
5,-1597.04906